C23H19ClN2O7 | ωB97M-V with the def2-TZVPD basis set

The net charge is 0. The HOMO-LUMO gap is 0.333 Eh. Its relative energy (zero: lowest compared OMol25 entry of this formula, charge and spin) is 0.8 kcal/mol. The calculation puts the HOMO energy at -9.06 eV. As for the SMILES: O=C(CNC(=O)c1ccco1)NCC(=O)OCc1ccc(C(=O)Oc2ccc(Cl)cc2)cc1. The calculation puts the LUMO energy at -0.0027 eV.

Atoms and positions in Å:
O 5.7154 2.2314 -0.6224
C 4.7378 2.0591 0.0694
C 3.6676 3.1434 0.2828
N 2.3658 2.7796 -0.2297
C 1.4935 2.0094 0.4560
O 1.7889 1.4246 1.4911
C 0.1391 1.9888 -0.1044
C -1.0430 1.5943 0.4704
C -2.0581 1.9212 -0.4533
C -1.4240 2.4739 -1.5250
O -0.1022 2.5292 -1.3244
N 4.4821 0.9441 0.7779
C 5.3145 -0.2314 0.6768
C 4.5338 -1.3246 -0.0422
O 4.4082 -1.4153 -1.2321
O 3.9730 -2.1496 0.8428
C 3.1270 -3.1835 0.3220
C 1.7493 -2.6490 0.0316
C 1.4101 -2.2400 -1.2533
C 0.1495 -1.7396 -1.5099
C -0.7896 -1.6438 -0.4853
C -2.1384 -1.1384 -0.8248
O -2.4706 -0.7777 -1.9258
O -2.9446 -1.1248 0.2575
C -4.2518 -0.6795 0.1925
C -5.0895 -0.9013 -0.8923
C -6.3951 -0.4446 -0.8511
C -6.8598 0.2217 0.2710
Cl -8.4902 0.7897 0.3158
C -6.0305 0.4354 1.3624
C -4.7264 -0.0153 1.3200
C -0.4416 -2.0277 0.8075
C 0.8219 -2.5229 1.0600
H 3.5749 3.3183 1.3602
H 4.0008 4.0565 -0.2107
H 2.0862 3.1429 -1.1269
H -1.1494 1.1420 1.4344
H -3.1125 1.7721 -0.3419
H -1.7963 2.8468 -2.4584
H 3.6035 0.8832 1.2907
H 6.1919 0.0442 0.0851
H 5.6025 -0.5785 1.6721
H 3.5820 -3.5859 -0.5889
H 3.0994 -3.9458 1.1031
H 2.1393 -2.3097 -2.0459
H -0.1334 -1.4240 -2.5027
H -4.7272 -1.4178 -1.7654
H -7.0508 -0.6099 -1.6910
H -6.4025 0.9515 2.2331
H -4.0620 0.1410 2.1553
H -1.1631 -1.9437 1.6045
H 1.0947 -2.8198 2.0616

These are the natural (NBO) partial charges, in e, on atoms 1 to 4: number 1, O, carries -0.613; number 2, C, carries 0.667; number 3, C, carries -0.313; number 4, N, carries -0.588